100
Properties=species:S:1:pos:R:3:forces:R:3:lowdin_spin:R:1 method="wB97M-V/def2-TZVPD" molar_mass_g_mol=1188.6 energy_ev=-201769.38436 total_charge=+1 spin_multiplicity=2 orbital_gap_ev="2.73 / 2.80"
Tc 0.451 -1.816 -0.072 -0.15 -0.94 -0.45 1.2985
S -0.454 -0.665 2.075 -0.06 0.12 -0.17 0.0296
P -2.100 0.394 1.571 -0.21 -0.13 -0.11 0.0033
C -1.878 0.915 -0.187 -0.54 0.23 0.10 0.0002
P -1.350 2.691 -0.681 0.00 -0.03 0.03 -0.0001
S 0.553 2.791 -0.313 -0.02 -0.06 0.03 0.0009
C -1.835 2.703 -2.422 0.03 0.00 -0.04 0.0000
C -3.156 2.492 -2.829 -0.01 0.02 -0.11 0.0000
C -3.475 2.483 -4.178 0.00 -0.02 0.08 -0.0001
C -2.475 2.668 -5.128 0.03 0.01 -0.05 0.0000
C -1.163 2.875 -4.729 0.00 0.06 0.02 0.0000
C -0.843 2.899 -3.376 -0.04 -0.03 -0.03 -0.0001
C -2.220 4.090 0.098 -0.08 -0.01 0.03 -0.0001
C -3.338 4.697 -0.473 -0.07 -0.01 0.11 0.0000
C -3.893 5.830 0.115 -0.04 -0.06 -0.06 0.0000
C -3.327 6.369 1.261 0.05 0.00 0.07 0.0000
C -2.198 5.780 1.821 0.01 0.00 -0.04 0.0000
C -1.646 4.647 1.244 -0.05 0.08 -0.09 0.0000
C -3.500 -2.041 0.825 -0.01 -0.16 0.30 -0.0027
C -3.278 -2.908 2.093 0.10 -0.02 -0.37 -0.0004
C -4.305 -3.862 2.438 0.07 -0.05 0.17 0.0002
C -5.499 -4.007 1.755 -0.21 -0.13 0.07 0.0000
C -5.671 -3.354 0.564 -0.10 -0.05 -0.21 0.0000
C -4.681 -2.461 -0.070 0.35 -0.01 0.09 -0.0001
C -2.486 1.675 2.765 0.00 -0.01 0.00 0.0008
C -3.521 2.580 2.514 -0.02 -0.09 0.04 0.0000
C -3.928 3.455 3.505 0.00 -0.06 0.07 0.0000
C -3.302 3.432 4.748 -0.03 0.04 -0.03 0.0000
C -2.264 2.546 4.996 0.05 -0.05 -0.04 0.0001
C -1.855 1.660 4.006 0.10 0.05 0.09 0.0013
H -3.937 2.324 -2.092 0.05 0.00 -0.09 0.0000
H -4.501 2.329 -4.492 0.03 0.01 0.02 0.0000
H -2.720 2.647 -6.184 0.03 0.00 0.07 0.0000
H -0.387 3.006 -5.472 -0.06 0.02 0.04 0.0000
H 0.178 3.055 -3.046 -0.06 0.00 -0.03 -0.0001
H -3.766 4.313 -1.389 0.02 0.10 0.08 0.0000
H -4.756 6.303 -0.342 0.08 -0.04 0.04 0.0000
H -3.755 7.259 1.708 0.05 -0.06 -0.03 0.0000
H -1.738 6.211 2.703 -0.04 -0.04 -0.07 0.0000
H -0.749 4.205 1.659 0.00 0.00 0.00 0.0000
H -2.284 -3.357 2.204 0.02 0.07 0.08 -0.0004
H -4.129 -4.481 3.318 -0.05 0.05 -0.11 0.0000
H -6.262 -4.681 2.124 0.04 0.05 -0.01 0.0000
H -6.598 -3.509 0.011 0.13 -0.05 0.05 0.0000
H -5.258 -1.575 -0.349 -0.04 0.09 0.06 0.0000
H -3.985 2.628 1.537 -0.05 -0.03 0.04 0.0000
H -4.720 4.165 3.305 0.04 -0.03 0.00 0.0000
H -3.618 4.122 5.523 0.02 -0.05 -0.05 0.0000
H -1.766 2.545 5.958 -0.03 -0.01 -0.06 0.0000
H -1.036 0.971 4.188 -0.07 0.06 0.01 0.0010
S 4.332 -2.311 -2.252 -0.04 -0.16 0.40 -0.0009
Sb 4.225 -2.855 -0.072 0.01 0.27 -0.53 0.0050
S 2.473 -1.238 0.720 -0.16 0.03 0.22 0.1926
S 0.667 -3.995 -0.356 -0.10 0.48 -0.07 -0.2660
S 2.450 -4.823 -0.105 -0.03 -0.12 0.09 -0.3094
N 0.430 0.883 -6.992 0.03 -0.16 0.25 0.0141
C 0.565 0.362 -5.974 0.05 -0.03 -0.04 0.0036
C 0.685 -0.248 -4.670 -0.02 0.08 -0.14 0.0287
C 0.020 -1.443 -4.390 -0.07 -0.05 0.00 -0.0075
C 0.050 -1.957 -3.106 0.02 0.08 -0.14 0.0268
C 0.726 -1.296 -2.065 -0.22 -0.08 0.25 -0.0223
C 1.453 -0.149 -2.390 -0.06 0.07 -0.03 0.0288
C 1.425 0.376 -3.674 0.07 0.08 -0.08 -0.0087
H -0.519 -1.959 -5.177 0.03 0.05 0.05 -0.0011
H -0.464 -2.890 -2.913 0.00 -0.05 0.01 -0.0023
H 2.033 0.359 -1.639 0.08 0.04 0.08 0.0024
H 1.988 1.274 -3.907 -0.05 -0.06 0.04 -0.0010
C -2.747 0.016 -1.082 -0.14 -0.23 0.12 0.0006
Ge -2.082 -1.845 -0.579 0.94 0.72 0.23 -0.0032
C -3.630 -0.755 1.719 0.03 0.06 0.02 -0.0008
C -4.949 -0.039 1.651 0.19 0.00 -0.13 0.0001
C -5.856 -0.104 2.622 -0.09 -0.02 0.21 -0.0004
C -5.630 -0.868 3.862 -0.10 0.09 -0.14 0.0001
C -4.521 -1.577 4.042 0.14 -0.08 -0.10 -0.0002
C -3.425 -1.613 3.012 -0.32 0.21 0.08 0.0003
C -4.207 -3.016 -1.437 -0.29 -0.09 -0.11 -0.0033
C -4.533 -2.262 -2.550 -0.07 -0.03 -0.09 -0.0013
C -4.195 -2.658 -3.853 -0.05 0.08 0.02 -0.0001
C -3.589 -3.865 -4.049 0.09 -0.13 0.04 -0.0003
C -3.237 -4.692 -2.954 -0.03 0.09 -0.08 -0.0005
C -2.587 -5.933 -3.176 0.05 0.03 -0.04 -0.0003
C -2.163 -6.701 -2.133 0.01 0.01 0.00 -0.0003
C -2.341 -6.237 -0.813 0.00 0.00 0.02 -0.0002
C -2.984 -5.057 -0.570 -0.13 -0.01 0.04 -0.0014
C -3.501 -4.263 -1.625 0.05 0.08 0.11 -0.0037
H -3.821 0.160 -0.917 0.15 -0.01 -0.07 0.0000
H -2.529 0.205 -2.131 0.07 -0.03 -0.02 -0.0002
H -0.865 0.549 -0.320 0.43 -0.08 -0.07 0.0003
H -5.167 0.538 0.757 0.04 0.04 0.06 0.0000
H -6.791 0.439 2.521 0.07 -0.08 0.00 0.0000
H -6.392 -0.834 4.633 0.07 0.02 -0.05 0.0000
H -4.352 -2.127 4.966 -0.01 0.10 -0.10 0.0000
H -2.473 -1.436 3.506 0.14 -0.04 0.01 0.0005
H -5.080 -1.334 -2.419 0.06 -0.01 0.01 0.0000
H -4.434 -2.013 -4.690 0.00 -0.04 0.05 0.0000
H -3.345 -4.202 -5.051 -0.02 0.01 0.06 0.0000
H -2.416 -6.248 -4.199 -0.01 0.01 0.06 0.0000
H -1.668 -7.646 -2.312 0.01 0.05 0.01 0.0000
H -1.945 -6.812 0.016 -0.02 0.03 -0.05 0.0000
H -3.060 -4.710 0.449 -0.05 -0.03 0.00 -0.0003